(A)
17
Properties=species:S:1:pos:R:3:nbo_charge:R:1 method="wB97M-V/def2-TZVPD" multiplicity=1 orbital_gap_ev=5.14 total_charge=+1 e_homo_ev=-13.04
C -0.95 2.00 1.17 -0.6245
C 0.25 1.31 0.46 -0.5326
C -0.19 0.30 -0.51 0.4570
C 0.00 0.30 -1.83 -0.0872
N -0.49 -0.63 -2.73 -0.6999
N 0.84 -2.95 1.48 -1.0892
H -0.61 2.76 1.87 0.2479
H -1.81 2.26 0.57 0.2434
H -1.41 1.23 1.78 0.2328
H 1.11 1.05 1.10 0.2861
H 0.69 2.07 -0.23 0.3407
H 0.40 1.19 -2.34 0.2954
H -0.72 -1.55 -2.37 0.4100
H 0.12 -0.71 -3.54 0.4120
H 1.74 -3.37 1.53 0.3829
H 0.90 -1.94 1.49 0.3424
H 0.15 -3.32 2.11 0.3826

***

(B)
17
Properties=species:S:1:pos:R:3:nbo_charge:R:1 method="wB97M-V/def2-TZVPD" multiplicity=1 smiles="CC/C([NH3+])=C/N" orbital_gap_ev=10.33 total_charge=+1 e_homo_ev=-13.71
C 0.71 2.29 -0.58 -0.6283
C 0.22 1.42 0.60 -0.4568
C -0.09 -0.01 0.20 0.1193
N 0.59 -0.50 -1.07 -0.7147
C -0.77 -0.96 0.83 0.0031
N -0.83 -2.28 0.33 -0.8906
H 1.76 2.09 -0.80 0.2076
H 0.69 3.31 -0.22 0.2577
H 0.06 2.23 -1.44 0.2116
H 1.02 1.40 1.34 0.2405
H -0.69 1.79 1.06 0.2554
H 1.49 -0.03 -1.01 0.4398
H 0.67 -1.52 -0.89 0.4665
H 0.11 -0.25 -1.92 0.4440
H -1.03 -0.85 1.88 0.2236
H -0.57 -3.01 0.97 0.4125
H -1.54 -2.51 -0.34 0.4088

***

Computed energies relative to the best structure, in kJ/mol: (A) 400.5; (B) 0.0

***

(A)
17
Properties=species:S:1:pos:R:3:nbo_charge:R:1 method="wB97M-V/def2-TZVPD" multiplicity=1 orbital_gap_ev=4.71 total_charge=+1 e_homo_ev=-14.81
C -0.97 -1.52 -0.32 -0.6224
C -1.50 -0.14 0.01 -0.3615
C -1.33 0.31 1.46 -0.6046
N 1.30 0.65 -1.42 -0.1777
C 2.29 0.41 -0.58 0.1039
N 3.07 1.16 0.15 -0.2417
H -0.19 -1.41 -1.08 0.2194
H -0.49 -1.95 0.57 0.2183
H -1.75 -2.19 -0.67 0.2519
H -2.44 0.10 -0.51 0.2537
H -0.94 0.62 -0.62 0.2326
H -1.76 -0.40 2.17 0.2417
H -1.74 1.31 1.60 0.2312
H -0.24 0.25 1.60 0.1955
H 2.44 -0.66 -0.31 0.2931
H 1.52 1.31 -2.19 0.4029
H 2.74 2.14 0.13 0.3636

***

(B)
17
Properties=species:S:1:pos:R:3:nbo_charge:R:1 method="wB97M-V/def2-TZVPD" multiplicity=1 orbital_gap_ev="10.37 / 10.37" total_charge=+1 e_homo_ev="-13.86 / -13.86"
C -0.73 -1.52 0.90 0.0308
C -0.26 -0.22 1.14 -0.3685
C 0.98 1.96 -1.70 -0.4298
C -0.35 0.80 0.06 -0.2527
N -1.11 -3.53 1.34 -0.6846
N 1.00 1.00 -0.58 -0.4878
H -1.19 -1.70 -0.06 0.1652
H -2.09 -3.41 1.56 0.3539
H 0.20 0.06 2.08 0.2330
H 1.98 2.09 -2.11 0.2461
H 0.32 1.59 -2.49 0.2392
H 0.61 2.92 -1.36 0.2389
H -0.68 1.76 0.47 0.2390
H -1.05 0.48 -0.72 0.2386
H -0.61 -3.68 2.22 0.3566
H 1.33 0.08 -0.90 0.4443
H 1.65 1.32 0.15 0.4379

***

(C)
17
Properties=species:S:1:pos:R:3:nbo_charge:R:1 method="wB97M-V/def2-TZVPD" multiplicity=1 orbital_gap_ev=10.35 total_charge=+1 e_homo_ev=-15.45
C 0.53 0.71 0.67 -0.0039
C 0.47 3.05 -0.61 0.0474
C 0.93 0.28 -1.89 -0.4779
C 0.05 -2.46 1.83 -0.8584
N 0.28 1.88 -0.17 -0.0996
N 0.07 0.68 -0.77 -0.1651
H 1.52 0.37 0.82 0.2384
H -0.20 0.55 1.43 0.2492
H 1.15 -2.56 1.93 0.2192
H 0.57 4.03 -0.13 0.2597
H 0.53 3.15 -1.66 0.2167
H 0.51 0.82 -2.86 0.2500
H 2.03 0.39 -1.75 0.2219
H 0.78 -0.78 -2.04 0.2581
H -0.26 -1.57 1.35 0.1705
H -0.18 -3.18 1.06 0.2314
H -0.46 -2.56 2.84 0.2422

***

Computed energies relative to the best structure, in kJ/mol: (A) 273.8; (B) 0.0; (C) 25.3

***

(A)
17
Properties=species:S:1:pos:R:3:nbo_charge:R:1 method="wB97M-V/def2-TZVPD" multiplicity=1 smiles=CN1C[C@@]1(C)[NH3+] orbital_gap_ev=10.19 total_charge=+1 e_homo_ev=-13.85
C 1.71 -0.37 -1.14 -0.4108
N 0.30 -0.54 -0.95 -0.3854
C -0.35 -1.44 -0.04 -0.2439
C -0.53 -0.02 0.09 0.2448
C -1.66 0.94 -0.18 -0.6492
N 0.17 0.61 1.32 -0.7044
H 1.83 0.77 -1.14 0.2075
H 2.18 -0.67 -0.17 0.1529
H 2.12 -0.92 -2.05 0.2671
H 0.27 -1.90 0.79 0.1927
H -1.24 -1.99 -0.47 0.2487
H -1.33 2.01 -0.08 0.2282
H -2.37 0.67 0.67 0.2279
H -2.14 0.75 -1.23 0.2850
H 0.97 -0.04 1.46 0.4431
H -0.47 0.63 2.11 0.4541
H 0.53 1.50 1.00 0.4417

***

(B)
17
Properties=species:S:1:pos:R:3:nbo_charge:R:1 method="wB97M-V/def2-TZVPD" multiplicity=1 orbital_gap_ev="8.57 / 8.57" total_charge=+1 e_homo_ev="-12.75 / -12.75"
C 0.12 0.66 -0.42 -0.0720
C 0.29 -0.85 -0.53 -0.0365
C -0.81 1.59 0.35 -0.6480
C 2.16 0.03 0.93 0.0042
N 1.09 -0.04 0.26 -0.2590
N -0.46 -1.82 0.28 -0.7235
H 0.42 1.14 -1.40 0.2493
H -1.20 -0.26 -2.21 -0.0397
H -0.98 1.21 1.32 0.2085
H -1.82 1.64 -0.16 0.2481
H -0.43 2.59 0.44 0.2509
H -1.65 0.19 -2.65 0.0285
H 2.47 0.97 1.35 0.2204
H 2.71 -0.86 1.18 0.2136
H -0.28 -2.74 -0.18 0.4611
H -1.45 -1.46 0.16 0.4646
H -0.19 -1.98 1.28 0.4296

***

(C)
17
Properties=species:S:1:pos:R:3:nbo_charge:R:1 method="wB97M-V/def2-TZVPD" multiplicity=1 smiles="NCC/C=C/[NH3+]" orbital_gap_ev=7.63 total_charge=+1 e_homo_ev=-12.11
N 2.91 1.21 0.10 -0.8547
C 1.69 0.64 -0.42 -0.1974
C 0.85 -0.22 0.51 -0.4556
C -0.56 -0.46 -0.10 -0.0943
C -1.79 -0.64 0.46 -0.1272
N -3.01 -0.51 -0.28 -0.6851
H 3.41 1.94 -0.44 0.4014
H 3.57 0.47 0.46 0.3777
H 1.81 -0.16 -1.22 0.1520
H 1.00 1.41 -0.83 0.1983
H 1.21 -1.31 0.70 0.2378
H 0.82 0.41 1.39 0.2407
H -0.46 -1.02 -1.04 0.2205
H -1.90 -1.31 1.33 0.2447
H -2.65 -0.01 -1.07 0.4418
H -3.75 0.12 -0.04 0.4561
H -3.45 -1.38 -0.63 0.4433

***

(D)
17
Properties=species:S:1:pos:R:3:nbo_charge:R:1 method="wB97M-V/def2-TZVPD" multiplicity=1 smiles="N/C=C/CC[NH3+]" orbital_gap_ev=8.57 total_charge=+1 e_homo_ev=-12.01
N 0.66 2.49 -1.45 -0.7744
C 0.68 1.16 -1.19 0.0886
C 0.68 0.58 0.03 -0.4449
C 0.77 -0.92 0.19 -0.4375
C -0.63 -1.57 0.23 -0.2123
N -1.39 -0.89 1.33 -0.6778
H 0.82 3.07 -0.64 0.3903
H 0.93 2.85 -2.35 0.4115
H 0.41 0.51 -2.02 0.1924
H 0.91 1.19 0.90 0.2073
H 1.25 -1.29 -0.71 0.2477
H 1.30 -1.21 1.09 0.2231
H -1.12 -1.32 -0.71 0.2277
H -0.62 -2.61 0.48 0.2281
H -2.40 -1.01 1.34 0.4439
H -1.25 0.13 1.23 0.4501
H -1.00 -1.16 2.23 0.4363

***

Computed energies relative to the best structure, in kJ/mol: (A) 186.4; (B) 476.0; (C) 300.3; (D) 0.0

***

(A)
17
Properties=species:S:1:pos:R:3:nbo_charge:R:1 method="wB97M-V/def2-TZVPD" multiplicity=1 smiles="CCCNC=[NH2+]" orbital_gap_ev=11.64 total_charge=+1 e_homo_ev=-15.31
C -1.00 1.41 -1.82 -0.6336
C 0.48 1.10 -1.58 -0.4289
C 0.83 0.81 -0.13 -0.2140
N 0.09 -0.39 0.31 -0.4973
C 0.11 -0.88 1.52 0.4051
N -0.37 -2.06 1.87 -0.7192
H -1.48 0.64 -2.42 0.2211
H -1.58 1.43 -0.89 0.2072
H -1.14 2.34 -2.36 0.2458
H 0.86 0.28 -2.19 0.2170
H 1.09 1.94 -1.88 0.2451
H 1.89 0.63 -0.01 0.2232
H 0.56 1.64 0.53 0.2195
H -0.35 -0.95 -0.41 0.4186
H 0.45 -0.21 2.31 0.2246
H -0.62 -2.24 2.83 0.4411
H -0.56 -2.77 1.17 0.4249

***

(B)
17
Properties=species:S:1:pos:R:3:nbo_charge:R:1 method="wB97M-V/def2-TZVPD" multiplicity=1 orbital_gap_ev=7.81 total_charge=+1 e_homo_ev=-12.62
C 0.47 2.21 -1.22 -0.4378
C -0.33 0.11 -2.10 0.1194
N 0.04 0.82 -1.12 -0.3976
H 1.37 2.35 -0.64 0.2493
H -0.32 2.86 -0.83 0.2518
H 0.68 2.45 -2.25 0.2341
H -0.37 0.50 -3.10 0.2239
H -0.60 -0.92 -1.92 0.2218
H 0.13 0.35 -0.19 0.4636
C 0.56 -0.05 1.77 -0.5982
C -0.44 -0.94 1.63 0.0328
N -0.31 -2.26 1.27 -0.7857
H 1.60 -0.31 1.59 0.2127
H 0.36 0.92 2.21 0.2310
H -1.44 -0.60 1.87 0.2105
H 0.63 -2.53 1.03 0.3815
H -0.99 -2.63 0.61 0.3871

***

Computed energies relative to the best structure, in kJ/mol: (A) 0.0; (B) 159.4

***

(A)
17
Properties=species:S:1:pos:R:3:nbo_charge:R:1 method="wB97M-V/def2-TZVPD" multiplicity=1 orbital_gap_ev=10.95 total_charge=+1 e_homo_ev=-14.03
C 0.90 -0.10 -1.10 -0.0258
C -0.68 -0.42 0.17 0.1429
C -1.96 0.38 -0.12 -0.6592
C 1.39 0.23 1.26 -0.4299
N -0.03 -1.23 -0.87 -0.6423
N 0.45 0.53 0.16 -0.3752
H 1.98 -0.40 -1.01 0.2102
H 0.78 0.54 -1.96 0.2109
H -0.67 -1.10 1.09 0.2243
H -1.91 0.60 -1.19 0.2315
H -2.07 1.13 0.63 0.2388
H -2.75 -0.29 0.05 0.2536
H 0.73 0.02 2.10 0.2365
H 2.10 -0.56 1.04 0.2532
H 2.16 0.96 1.40 0.2512
H -0.56 -1.77 -1.55 0.4203
H 0.12 1.48 -0.09 0.4589

***

(B)
17
Properties=species:S:1:pos:R:3:nbo_charge:R:1 method="wB97M-V/def2-TZVPD" multiplicity=1 orbital_gap_ev=7.51 total_charge=+1 e_homo_ev=-12.49
C -0.50 -1.75 -0.04 -0.6348
C 0.42 -0.92 0.54 0.0487
N 0.20 0.27 1.20 -0.6180
C 1.19 0.64 2.27 -0.4142
H -1.57 -1.68 0.24 0.2267
H -0.14 -2.56 -0.74 0.2457
H 1.54 -1.14 0.37 0.2128
H -0.79 0.35 1.52 0.3834
H 1.23 -0.11 3.06 0.2048
H 2.20 0.74 1.90 0.2147
H 0.85 1.62 2.61 0.2212
C -1.18 1.23 -2.23 0.1436
N -0.34 0.28 -2.11 -0.5837
H -1.91 1.35 -1.46 0.2201
H -1.15 1.91 -3.11 0.2344
H 0.40 0.08 -2.77 0.4411
H -0.46 -0.31 -1.25 0.4534

***

(C)
17
Properties=species:S:1:pos:R:3:nbo_charge:R:1 method="wB97M-V/def2-TZVPD" multiplicity=1 orbital_gap_ev=9.66 total_charge=+1 e_homo_ev=-13.46
C 0.76 1.44 1.29 0.3842
C -0.21 -1.89 -2.04 -0.6375
C -0.84 -0.70 -1.26 -0.2970
C 0.06 -0.73 0.57 -0.2726
N 0.45 2.65 1.68 -0.7168
N -0.10 0.49 1.27 -0.4812
H 1.73 1.12 1.27 0.2177
H -0.20 -1.61 -3.09 0.2369
H 0.91 -2.00 -1.64 0.2068
H -0.69 -2.85 -1.87 0.2282
H -1.91 -0.83 -1.16 0.2226
H -0.37 0.16 -1.64 0.1974
H -0.51 -1.52 1.15 0.2293
H 1.13 -0.95 0.44 0.2129
H 1.23 3.23 1.90 0.4187
H -0.32 3.21 1.69 0.4276
H -1.12 0.79 1.45 0.4228

***

Computed energies relative to the best structure, in kJ/mol: (A) 20.3; (B) 0.0; (C) 26.6